(1)
# C8H10O

An isolated molecule of C8H10O in a non-equilibrium geometry (the ωB97M-V functional and the def2-TZVPD basis, OMol25).

The HOMO energy (spin up / spin down) is -7.07 / -7.60 eV. For the molecular weight, the calculation gives 122.17 g/mol. The energy above the lowest of the compared OMol25 structures with the same formula, charge and spin comes out at 152.48 kcal/mol.

```
! RIJCOSX wB97M-V def2-TZVPD def2/J DEFGRID3
* xyz 0 1
C -0.33 0.91 0.57
C -0.18 -0.49 0.60
C 0.13 1.74 -0.37
C -0.05 1.28 -1.69
C 1.17 -1.14 0.33
C 0.11 -1.48 -0.54
C 0.50 3.19 -0.11
C -0.29 -2.74 -0.98
O -0.09 0.12 -1.95
H -0.48 1.41 1.49
H -0.68 -1.06 1.48
H 1.92 -0.34 0.16
H 1.46 -1.87 1.00
H 1.60 3.19 -0.24
H 0.12 3.38 0.81
H 0.10 3.84 -0.93
H -1.10 -3.17 -0.30
H 0.65 -3.41 -0.84
H -0.77 -2.78 -2.04
*
```

Here are the natural (NBO) charges for atoms 1 to 4, given in e: number 1, C, carries -0.11; number 2, C, carries -0.30; number 3, C, carries -0.19; number 4, C, carries 0.44

(2)
# C5H14NS2

The ion C5H14NS2 with charge +1 in a non-equilibrium geometry (the ωB97M-V functional and the def2-TZVPD basis, OMol25).

The HOMO energy is -13.11 eV. For the molecular weight, the calculation gives 152.31 g/mol. The energy above the lowest of the compared OMol25 structures with the same formula, charge and spin comes out at 48.38 kcal/mol. The structure (SMILES) is CC(C)[NH2+][C@@H](C)SS.

```
! RIJCOSX wB97M-V def2-TZVPD def2/J DEFGRID3
* xyz 1 1
C 1.86 -1.41 0.70
C 1.76 1.15 1.01
C -1.37 0.32 -1.78
C 1.25 -0.11 0.21
C -1.13 0.75 -0.37
N -0.28 -0.17 0.49
S -3.41 -0.95 0.20
S -2.71 0.94 0.56
H 2.30 -1.41 1.62
H 1.21 -2.20 0.53
H 2.82 -1.60 0.09
H 1.20 1.20 2.02
H 1.73 2.18 0.50
H 2.80 0.79 1.29
H -1.73 -0.61 -1.92
H -0.48 0.26 -2.53
H -2.20 1.06 -2.26
H 1.52 0.19 -0.88
H -0.70 1.64 -0.21
H -0.26 0.01 1.53
H -0.57 -1.11 0.33
H -3.60 -0.91 -1.13
*
```

Here are the natural (NBO) charges for atoms 1 to 4, given in e: number 1, C, carries -0.66; number 2, C, carries -0.65; number 3, C, carries -0.67; number 4, C, carries -0.05

(3)
# C8H13N4O

A structure of composition C8H13N4O in a non-equilibrium geometry (the ωB97M-V functional and the def2-TZVPD basis, OMol25).

The HOMO energy is -12.39 eV. For the molecular weight, the calculation gives 181.22 g/mol. The energy above the lowest of the compared OMol25 structures with the same formula, charge and spin comes out at 0.00 kcal/mol.

```
! RIJCOSX wB97M-V def2-TZVPD def2/J DEFGRID3
* xyz 1 1
C -2.17 1.28 -1.73
C -2.79 1.09 -0.53
C -0.85 0.15 -0.52
C -3.02 0.48 2.39
C -2.13 -0.06 1.57
C 1.37 -1.15 -1.38
C 1.70 0.74 0.25
C 0.95 -0.53 -0.08
N -0.94 0.70 -1.70
N -1.92 0.37 0.26
N 1.16 -0.49 -2.48
N 1.99 -2.32 -1.32
O 0.89 -1.47 0.92
H -2.51 1.79 -2.61
H -3.76 1.38 -0.19
H -3.14 0.10 3.39
H -3.65 1.31 2.10
H -1.50 -0.89 1.86
H 1.64 1.45 -0.56
H 2.75 0.50 0.43
H 1.29 1.19 1.15
H 0.36 0.23 -2.43
H 1.44 -0.88 -3.37
H 2.10 -2.77 -0.42
H 2.30 -2.80 -2.15
H 0.98 -1.05 1.78
*
```

Here are the natural (NBO) charges for atoms 1 to 4, given in e: number 1, C, carries -0.06; number 2, C, carries -0.08; number 3, C, carries 0.39; number 4, C, carries -0.37

(4)
# C44H50N8OPbSSeSi

A structure of composition C44H50N8OPbSSeSi (the ωB97M-V functional and the def2-TZVPD basis, OMol25).

The HOMO energy is -6.85 eV. For the molecular weight, the calculation gives 1053.25 g/mol. The energy above the lowest of the compared OMol25 structures with the same formula, charge and spin comes out at 57.70 kcal/mol.

```
! RIJCOSX wB97M-V def2-TZVPD def2/J DEFGRID3
* xyz 0 1
Pb 0.35 1.35 -0.56
C -0.77 4.64 -3.19
C -1.42 3.28 -3.27
C -1.04 2.37 -4.26
C -1.64 1.12 -4.36
C -2.63 0.76 -3.46
C -3.02 1.65 -2.47
C -2.42 2.90 -2.38
H -1.13 5.19 -2.32
H -0.99 5.23 -4.08
H 0.31 4.54 -3.10
H -0.27 2.66 -4.98
H -1.33 0.43 -5.14
H -3.10 -0.22 -3.53
H -3.78 1.37 -1.74
H -2.72 3.58 -1.59
Se 5.54 4.64 1.00
N 5.52 3.68 -0.46
C 4.45 3.29 -1.18
C 4.76 2.50 -2.30
C 3.78 1.99 -3.11
C 2.46 2.24 -2.76
N 2.08 2.97 -1.72
C 3.04 3.57 -0.95
N 2.64 4.42 -0.02
H 5.81 2.31 -2.49
H 4.01 1.38 -3.98
H 1.64 1.81 -3.33
C -2.92 0.47 3.21
S -2.27 0.46 1.53
O -3.24 1.23 0.71
C -2.55 -1.29 1.26
C -1.51 -2.22 1.81
C -1.75 -3.74 1.49
C -3.05 -4.07 0.82
C -3.86 -3.13 0.34
C -3.58 -1.69 0.53
H -3.94 0.10 3.15
H -2.89 1.51 3.54
H -2.30 -0.15 3.86
H -1.32 -2.01 2.86
H -1.62 -4.38 2.35
H -3.31 -5.12 0.73
H -4.79 -3.41 -0.15
H -4.25 -0.95 0.10
C 1.25 4.76 0.28
Si 0.22 3.41 1.20
C -1.38 4.37 1.56
C 1.04 3.16 2.89
C 2.10 3.94 3.36
C 2.65 3.73 4.62
C 2.13 2.74 5.45
C 1.08 1.95 5.00
C 0.56 2.16 3.73
H 1.26 5.68 0.87
H 0.71 4.97 -0.66
H 3.37 4.75 0.61
H -1.19 5.15 2.30
H -2.18 3.72 1.93
H -1.75 4.84 0.64
H 2.53 4.72 2.74
H 3.47 4.35 4.96
H 2.55 2.58 6.44
H 0.68 1.17 5.63
H -0.25 1.51 3.38
C -0.33 -2.02 -2.69
C -0.40 -2.39 -1.24
N -0.24 -1.54 -0.31
C -0.19 -2.26 0.96
C -0.45 -3.75 0.62
N -0.58 -3.70 -0.83
C -0.51 -4.88 -1.64
N -1.73 -5.68 -1.63
N -1.73 -6.83 -0.90
N -2.90 -7.36 -0.95
C -3.71 -6.54 -1.72
C -5.06 -6.66 -2.05
C -5.61 -5.67 -2.83
C -4.85 -4.57 -3.27
C -3.51 -4.44 -2.95
C -2.96 -5.45 -2.16
H -0.39 -0.93 -2.77
H -1.13 -2.46 -3.28
H 0.62 -2.34 -3.11
H 0.71 -1.98 1.50
H 0.28 -4.51 0.91
H 0.26 -5.55 -1.27
H -0.28 -4.61 -2.67
H -5.64 -7.51 -1.70
H -6.66 -5.73 -3.11
H -5.32 -3.81 -3.88
H -2.94 -3.58 -3.28
C 5.33 0.81 1.93
C 4.20 -0.22 2.09
C 4.68 -1.59 1.58
C 3.80 -0.32 3.56
C 3.04 0.22 1.29
C 2.08 0.60 0.65
H 6.22 0.49 2.48
H 5.01 1.78 2.31
H 5.59 0.93 0.87
H 5.58 -1.91 2.12
H 4.90 -1.55 0.51
H 3.90 -2.35 1.73
H 4.65 -0.65 4.16
H 2.99 -1.04 3.69
H 3.45 0.65 3.93
*
```

Here are the Mulliken charges for atoms 1 to 4, given in e: number 1, Pb, carries 1.03; number 2, C, carries -1.46; number 3, C, carries 0.82; number 4, C, carries -0.19

(5)
# H38O19

A cluster of 19 separate species, H38O19 in total in a non-equilibrium geometry (the ωB97M-V functional and the def2-TZVPD basis, OMol25).

The HOMO energy is -9.53 eV. For the molecular weight, the calculation gives 342.29 g/mol. The energy above the lowest of the compared OMol25 structures with the same formula, charge and spin comes out at 191.21 kcal/mol.

```
! RIJCOSX wB97M-V def2-TZVPD def2/J DEFGRID3
* xyz 0 1
O -0.36 4.25 1.80
H -0.35 3.31 1.67
H 0.28 4.58 2.52
O 2.13 1.14 -1.51
H 2.05 0.50 -2.07
H 1.49 1.37 -0.86
O -2.00 -3.30 1.77
H -2.38 -4.18 2.04
H -1.50 -3.43 0.86
O 1.23 2.69 1.32
H 1.26 1.72 1.19
H 2.01 2.78 0.75
O 1.51 -3.48 -1.57
H 0.96 -2.97 -2.16
H 1.82 -4.30 -1.73
O -2.16 4.66 -0.58
H -2.47 4.04 -1.14
H -2.71 4.54 0.31
O -2.34 -0.85 0.68
H -2.12 -1.84 0.77
H -2.96 -0.78 0.01
O 0.29 -0.52 0.49
H 0.29 -0.55 -0.55
H -0.58 -0.29 0.58
O 0.71 -2.17 3.33
H 0.36 -2.47 2.50
H 1.17 -2.84 3.88
O 4.74 -0.91 2.07
H 4.80 -0.45 1.29
H 3.93 -1.39 2.22
O -1.16 -4.43 -0.45
H -0.35 -4.72 -0.16
H -0.93 -3.82 -1.17
O -0.66 3.23 4.19
H -1.13 3.64 3.55
H -0.55 2.32 4.01
O -0.26 2.77 -4.14
H 0.05 2.26 -3.32
H 0.55 2.83 -4.57
O 3.10 0.94 3.56
H 3.63 0.34 3.14
H 2.14 0.80 3.50
O -1.34 -0.16 -3.96
H -1.42 -0.18 -4.83
H -1.71 0.66 -3.40
O -4.08 1.09 -1.35
H -4.19 1.82 -0.77
H -4.79 1.12 -2.06
O 1.65 -0.33 -3.65
H 0.81 -0.84 -3.34
H 1.99 -0.95 -4.30
O -0.52 -2.57 -3.28
H -1.18 -2.16 -3.77
H -0.26 -3.44 -3.43
O 0.40 0.55 3.16
H 0.51 -0.43 2.94
H 0.60 0.81 4.04
*
```

Here are the natural (NBO) charges for atoms 1 to 4, given in e: number 1, O, carries -0.98; number 2, H, carries 0.49; number 3, H, carries 0.49; number 4, O, carries -0.97

(6)
# C5H11NO

An isolated molecule of C5H11NO in a non-equilibrium geometry (the ωB97M-V functional and the def2-TZVPD basis, OMol25).

The HOMO energy is -9.64 eV. For the molecular weight, the calculation gives 101.15 g/mol. The energy above the lowest of the compared OMol25 structures with the same formula, charge and spin comes out at 33.32 kcal/mol. The structure (SMILES) is CC[C@@H](C)/N=C/O.

```
! RIJCOSX wB97M-V def2-TZVPD def2/J DEFGRID3
* xyz 0 1
C 2.02 -0.52 0.04
C 0.71 -0.90 -0.64
C -0.36 0.20 -0.54
C -1.62 -0.18 -1.30
N -0.71 0.38 0.83
C -0.42 1.33 1.62
O -0.95 1.09 2.82
H 2.43 0.40 -0.38
H 1.88 -0.37 1.12
H 2.77 -1.31 -0.08
H 0.88 -1.09 -1.70
H 0.30 -1.82 -0.21
H 0.05 1.14 -0.94
H -1.40 -0.32 -2.36
H -2.05 -1.11 -0.91
H -2.38 0.61 -1.21
H -1.31 0.22 2.39
H 0.16 2.25 1.46
*
```

Here are the natural (NBO) charges for atoms 1 to 4, given in e: number 1, C, carries -0.61; number 2, C, carries -0.39; number 3, C, carries -0.06; number 4, C, carries -0.60

(7)
# C4H9N

An isolated molecule of C4H9N in a non-equilibrium geometry (the ωB97M-V functional and the def2-TZVPD basis, OMol25).

The HOMO energy is -9.30 eV. For the molecular weight, the calculation gives 71.12 g/mol. The energy above the lowest of the compared OMol25 structures with the same formula, charge and spin comes out at 54.21 kcal/mol. The structure (SMILES) is C[C@H]1N[C@@H]1C.

```
! RIJCOSX wB97M-V def2-TZVPD def2/J DEFGRID3
* xyz 0 1
C 1.85 -0.55 -0.16
C 0.65 -0.03 0.57
C -0.56 -0.11 -0.29
C -2.01 -0.46 0.02
H 2.19 -1.47 0.22
H 2.80 0.13 -0.07
H 1.61 -0.51 -1.26
H 0.42 -0.54 1.53
H 0.87 1.60 -0.42
H -0.27 -0.19 -1.32
H -2.13 -0.88 1.07
H -2.39 -0.98 -0.86
H -2.56 0.48 -0.06
N -0.02 1.31 0.05
*
```

Here are the natural (NBO) charges for atoms 1 to 4, given in e: number 1, C, carries -0.63; number 2, C, carries -0.12; number 3, C, carries -0.06; number 4, C, carries -0.64

(8)
# C15H45BaN2O26P5

A structure of composition C15H45BaN2O26P5 in a non-equilibrium geometry (the ωB97M-V functional and the def2-TZVPD basis, OMol25).

The HOMO energy is -7.22 eV. For the molecular weight, the calculation gives 961.71 g/mol.

```
! RIJCOSX wB97M-V def2-TZVPD def2/J DEFGRID3
* xyz 0 1
Ba -0.04 -0.18 -0.92
N -0.04 4.84 -1.45
O 0.47 3.93 -2.05
O -0.73 4.55 -0.45
O 0.28 6.02 -1.57
N 0.79 -3.93 -3.56
O 0.99 -4.98 -4.10
O -0.33 -3.74 -3.09
O 1.63 -3.09 -3.39
C -7.58 0.11 0.60
O -6.86 -0.68 1.52
P -5.32 -0.27 1.99
O -4.37 -0.10 0.89
O -5.04 -1.48 3.00
C -5.95 -1.84 4.04
O -5.50 1.00 2.98
C -5.88 2.32 2.70
H -7.79 1.14 0.90
H -8.43 -0.45 0.21
H -6.87 0.13 -0.23
H -6.41 -0.95 4.46
H -5.44 -2.40 4.82
H -6.78 -2.41 3.62
H -5.51 2.51 1.69
H -5.42 2.93 3.48
H -6.96 2.43 2.74
C 5.68 3.65 -0.62
O 5.88 3.00 -1.82
P 5.88 1.39 -1.75
O 4.63 0.70 -1.42
O 7.18 1.01 -0.78
C 8.44 1.69 -1.08
O 6.56 1.04 -3.22
C 5.84 0.73 -4.37
H 5.93 3.05 0.25
H 4.65 3.95 -0.44
H 6.30 4.54 -0.55
H 9.14 0.92 -1.40
H 8.93 2.07 -0.18
H 8.45 2.57 -1.73
H 5.78 -0.36 -4.47
H 6.24 1.13 -5.29
H 4.82 1.10 -4.37
C -0.62 -0.44 -7.19
O -2.03 -0.06 -7.28
P -2.62 1.12 -6.30
O -2.02 1.00 -4.91
O -2.42 2.60 -7.02
C -1.30 3.36 -6.86
O -4.18 0.81 -6.40
C -4.78 -0.14 -5.57
H -0.48 -1.51 -7.11
H -0.03 0.05 -6.41
H -0.18 -0.15 -8.14
H -1.60 4.27 -7.38
H -0.45 2.88 -7.34
H -1.07 3.67 -5.84
H -4.89 -1.21 -5.79
H -5.77 0.29 -5.42
H -4.27 -0.22 -4.61
C 4.36 0.13 3.77
O 3.45 0.82 4.61
P 2.43 1.94 4.04
O 1.89 1.52 2.77
O 1.28 2.00 5.18
C 0.20 2.89 4.97
O 3.24 3.32 4.16
C 2.68 4.54 3.94
H 5.17 0.85 3.63
H 3.88 -0.18 2.84
H 4.83 -0.71 4.28
H -0.71 2.32 5.17
H 0.15 3.38 3.99
H 0.16 3.73 5.66
H 3.44 5.31 3.82
H 1.91 4.87 4.64
H 2.08 4.39 3.05
C 0.89 -7.47 2.93
O 0.85 -6.16 2.33
P -0.20 -5.04 2.83
O -0.10 -3.70 2.24
O -1.59 -5.80 2.70
C -2.31 -6.10 1.52
O -0.07 -4.92 4.44
C -0.34 -3.77 5.20
H 1.76 -8.01 2.56
H -0.02 -8.03 2.72
H 1.04 -7.37 4.01
H -1.56 -6.35 0.77
H -2.92 -5.30 1.09
H -2.99 -6.94 1.59
H 0.47 -3.34 5.80
H -1.07 -3.89 6.00
H -0.77 -2.89 4.72
*
```

Here are the Mulliken charges for atoms 1 to 4, given in e: number 1, Ba, carries 1.92; number 2, N, carries 0.99; number 3, O, carries -0.65; number 4, O, carries -0.68

Copy entry 2 word for word.
# C5H14NS2

The ion C5H14NS2 with charge +1 in a non-equilibrium geometry (the ωB97M-V functional and the def2-TZVPD basis, OMol25).

The HOMO energy is -13.11 eV. For the molecular weight, the calculation gives 152.31 g/mol. The energy above the lowest of the compared OMol25 structures with the same formula, charge and spin comes out at 48.38 kcal/mol. The structure (SMILES) is CC(C)[NH2+][C@@H](C)SS.

```
! RIJCOSX wB97M-V def2-TZVPD def2/J DEFGRID3
* xyz 1 1
C 1.86 -1.41 0.70
C 1.76 1.15 1.01
C -1.37 0.32 -1.78
C 1.25 -0.11 0.21
C -1.13 0.75 -0.37
N -0.28 -0.17 0.49
S -3.41 -0.95 0.20
S -2.71 0.94 0.56
H 2.30 -1.41 1.62
H 1.21 -2.20 0.53
H 2.82 -1.60 0.09
H 1.20 1.20 2.02
H 1.73 2.18 0.50
H 2.80 0.79 1.29
H -1.73 -0.61 -1.92
H -0.48 0.26 -2.53
H -2.20 1.06 -2.26
H 1.52 0.19 -0.88
H -0.70 1.64 -0.21
H -0.26 0.01 1.53
H -0.57 -1.11 0.33
H -3.60 -0.91 -1.13
*
```

Here are the natural (NBO) charges for atoms 1 to 4, given in e: number 1, C, carries -0.66; number 2, C, carries -0.65; number 3, C, carries -0.67; number 4, C, carries -0.05